Density functional theory data (ωB97M-V/def2-TZVPD) for a molecular structure, C44H42CaN8O4.

CARTESIAN COORDINATES (ANGSTROEM)
1 Ca 0.007 0.003 -0.022
2 C 3.968 -1.467 -6.101
3 C 3.343 -0.891 -4.851
4 C 3.623 0.392 -4.430
5 C 3.050 0.867 -3.252
6 C 3.256 2.155 -2.644
7 N 2.898 3.286 -3.174
8 C 2.261 3.404 -4.492
9 C 0.784 2.976 -4.480
10 C -0.239 4.123 -4.438
11 N -0.758 4.364 -3.087
12 C -1.650 3.607 -2.518
13 C -2.224 2.435 -3.121
14 C -3.036 2.391 -4.257
15 C -3.535 1.181 -4.682
16 C -4.454 1.079 -5.877
17 C -3.231 0.041 -3.906
18 C -2.446 0.048 -2.781
19 C -2.356 -1.185 -1.986
20 N -1.893 -1.239 -0.809
21 C -2.094 -2.483 -0.084
22 C -1.092 -3.572 -0.458
23 C 0.356 -3.232 -0.110
24 N 0.878 -2.070 -0.833
25 C 1.240 -2.245 -2.032
26 C 1.944 -1.252 -2.853
27 C 2.515 -1.680 -4.027
28 C 2.154 0.117 -2.438
29 O 1.600 0.722 -1.485
30 C -1.844 1.292 -2.365
31 O -0.989 1.467 -1.453
32 H 4.176 -0.688 -6.834
33 H 3.303 -2.189 -6.572
34 H 4.909 -1.977 -5.883
35 H 4.312 1.011 -4.999
36 H 3.658 2.213 -1.640
37 H 3.016 4.119 -2.617
38 H 2.822 2.788 -5.184
39 H 2.388 4.440 -4.805
40 H 0.595 2.272 -3.664
41 H 0.604 2.421 -5.399
42 H -1.082 3.892 -5.076
43 H 0.182 5.066 -4.785
44 H -0.364 5.115 -2.539
45 H -1.895 3.862 -1.495
46 H -3.303 3.305 -4.782
47 H -4.245 1.864 -6.604
48 H -5.503 1.165 -5.587
49 H -4.329 0.123 -6.383
50 H -3.667 -0.909 -4.200
51 H -2.829 -2.061 -2.458
52 H -3.116 -2.853 -0.256
53 H -1.965 -2.193 0.976
54 H -1.168 -3.813 -1.529
55 H -1.359 -4.477 0.091
56 H 0.996 -4.104 -0.302
57 H 0.403 -2.985 0.954
58 H 1.106 -3.222 -2.520
59 H 2.332 -2.709 -4.323
60 C 7.329 6.135 10.192
61 O 6.146 6.612 9.583
62 C 5.597 5.855 8.596
63 C 4.432 6.355 8.012
64 C 3.806 5.659 7.010
65 C 4.318 4.443 6.554
66 C 5.473 3.957 7.140
67 C 6.118 4.648 8.154
68 C 3.616 3.732 5.482
69 N 2.528 4.157 4.891
70 C 2.221 3.186 3.971
71 C 3.134 2.174 4.006
72 N 4.034 2.528 4.983
73 C 3.062 1.025 3.154
74 C 4.006 0.002 3.221
75 C 3.880 -1.073 2.379
76 C 2.808 -1.082 1.489
77 N 1.902 -0.138 1.412
78 C 1.989 0.934 2.230
79 C 0.985 2.018 2.179
80 N -0.051 1.966 1.314
81 C -0.931 2.931 1.307
82 C -0.884 4.045 2.145
83 C 0.163 4.145 3.025
84 C 1.115 3.128 3.052
85 H 7.604 6.874 10.938
86 H 8.141 6.043 9.466
87 H 7.164 5.175 10.685
88 H 4.031 7.295 8.363
89 H 2.904 6.047 6.562
90 H 5.907 3.017 6.820
91 H 7.015 4.231 8.584
92 H 4.835 2.005 5.281
93 H 4.828 0.051 3.926
94 H 4.590 -1.889 2.393
95 H 2.672 -1.904 0.796
96 H -1.740 2.793 0.595
97 H -1.656 4.803 2.098
98 H 0.264 4.982 3.702
99 O -0.857 -0.731 1.689

HOMO energy (alpha / beta) in eV: -3.521 / -3.519
Energy above the lowest of the compared OMol25 structures with the same formula, charge and spin in kcal/mol: 127.3
Molecular weight in g/mol: 786.950
LUMO energy (alpha / beta) in Ha: -0.0301 / -0.0301
Orbital gap (alpha / beta) in eV: 2.70 / 2.70
Net charge: 0